No. 1
15 unconnected molecules or ions with the total composition C42H77BrCl28FN3O5PSi in a non-equilibrium geometry. Source: the Open Molecules 2025 dataset; level of theory: ωB97M-V/def2-TZVPD.

Properties
Total energy ... -500060.1097 eV
F_max ... 2.76 eV Å⁻¹
HOMO-LUMO gap ... 8.8530 eV
ΔE to the lowest compared entry with this formula, charge and spin ... 0.0 kJ/mol
Net charge ... +1

Each line ends with the Mulliken charge.
Cartesian coordinates (Å):
C: -4.55 -0.37 4.33  -0.96
C: -3.11 0.06 3.90  1.00
C: -3.22 0.86 2.60  1.25
C: -4.08 2.14 2.88  -1.96
N: -1.97 1.21 1.88  1.60
C: -1.68 0.56 0.71  -1.36
N: -2.42 0.82 -0.36  1.60
C: -3.46 1.85 -0.42  -1.43
C: -4.89 1.27 -0.37  -0.61
C: -5.46 1.02 -1.81  -1.01
C: -6.08 -0.36 -1.90  -0.56
O: -7.34 -0.31 -1.20  -0.41
C: -7.67 -1.45 -0.55  0.81
C: -8.66 -1.28 0.57  -0.84
O: -7.23 -2.53 -0.85  -0.57
C: -2.24 0.10 -1.60  -0.23
C: -1.78 0.73 -2.73  -0.50
C: -1.62 0.03 -3.94  -0.79
C: -1.91 -1.32 -3.93  -1.02
C: -2.36 -1.96 -2.78  -1.90
C: -2.55 -1.26 -1.61  0.05
N: -0.67 -0.36 0.60  0.96
O: 0.24 -0.07 -0.47  -0.61
C: 0.14 -0.68 1.80  1.14
C: -0.32 -2.13 2.24  -2.44
C: -1.81 -2.42 1.99  0.40
O: -1.97 -3.25 0.83  -0.41
Si: -3.10 -4.47 1.01  0.71
C: -3.41 -5.42 -0.58  -1.17
C: -4.76 -3.72 1.51  -0.52
C: -2.62 -5.75 2.31  -1.18
C: 1.66 -0.87 1.51  0.13
F: 2.12 -1.56 2.64  -0.48
C: 2.47 0.43 1.40  -0.54
C: 3.49 0.65 2.52  -0.88
C: -0.01 0.24 3.03  -1.42
C: -0.76 1.53 2.67  -0.28
P: -1.01 2.67 4.14  0.31
O: 0.18 2.16 5.17  -0.46
Br: -0.26 4.69 3.49  -0.28
H: -5.27 -0.21 3.53  0.27
H: -4.55 -1.44 4.53  0.22
H: -4.87 0.19 5.21  0.24
H: -2.54 -0.87 3.84  -0.48
H: -2.69 0.63 4.74  -0.58
H: -3.84 0.27 1.92  -0.33
H: -4.21 2.30 3.95  0.50
H: -5.05 2.09 2.39  0.23
H: -3.53 3.01 2.52  0.34
H: -3.37 2.29 -1.42  0.94
H: -3.28 2.67 0.27  0.34
H: -5.57 1.98 0.10  0.83
H: -4.91 0.28 0.11  -0.15
H: -6.24 1.75 -2.05  0.64
H: -4.69 1.10 -2.58  0.28
H: -6.28 -0.67 -2.93  0.54
H: -5.40 -1.10 -1.47  0.22
H: -9.51 -1.92 0.33  0.35
H: -8.25 -1.64 1.51  0.05
H: -9.02 -0.26 0.63  0.31
H: -1.56 1.79 -2.68  0.73
H: -1.30 0.50 -4.85  0.82
H: -1.79 -1.89 -4.85  0.46
H: -2.57 -3.02 -2.85  1.21
H: -2.93 -1.78 -0.74  0.18
H: 0.11 0.85 -0.72  0.46
H: -0.09 -2.33 3.28  0.31
H: 0.24 -2.84 1.62  0.74
H: -2.16 -3.02 2.84  0.97
H: -2.46 -1.55 1.96  -0.59
H: -4.38 -5.90 -0.52  0.39
H: -3.35 -4.81 -1.49  0.20
H: -2.68 -6.23 -0.65  0.39
H: -5.46 -4.45 1.92  0.51
H: -4.62 -2.89 2.22  0.00
H: -5.25 -3.27 0.64  -0.09
H: -2.05 -6.58 1.89  0.31
H: -3.55 -6.12 2.74  0.34
H: -2.07 -5.31 3.14  0.41
H: 1.83 -1.57 0.69  1.07
H: 3.01 0.49 0.45  0.39
H: 1.80 1.29 1.43  -0.17
H: 4.11 1.52 2.27  -0.07
H: 4.18 -0.19 2.63  0.35
H: 3.03 0.83 3.50  0.16
H: -0.50 -0.31 3.83  0.48
H: 0.93 0.54 3.49  -0.19
H: -0.08 2.05 1.98  0.80
H: 0.99 2.66 4.99  0.29
C: -2.77 -9.38 4.15  -0.20
Cl: -3.41 -10.05 2.64  -0.15
Cl: -4.06 -8.69 5.15  -0.15
H: -2.29 -10.18 4.70  0.32
H: -2.06 -8.60 3.91  0.19
C: -1.77 1.53 7.87  0.26
Cl: -1.58 -0.07 8.61  -0.20
Cl: -3.25 1.61 6.91  -0.09
H: -1.81 2.28 8.65  0.42
H: -0.93 1.70 7.21  -0.34
C: 1.05 3.55 -4.88  -0.37
Cl: 2.77 3.18 -5.03  -0.14
Cl: 0.13 2.14 -4.32  -0.07
H: 0.93 4.36 -4.17  0.23
H: 0.67 3.85 -5.86  0.32
C: 3.07 0.82 -7.84  0.19
Cl: 3.85 1.41 -9.31  -0.16
Cl: 1.83 -0.39 -8.20  -0.16
H: 3.82 0.37 -7.20  0.23
H: 2.60 1.66 -7.34  -0.10
C: 5.91 4.21 1.77  0.01
Cl: 5.13 3.35 0.44  -0.13
Cl: 4.73 4.96 2.86  -0.15
H: 6.52 3.51 2.34  0.34
H: 6.54 5.00 1.36  -0.10
C: 8.05 2.88 -2.38  -0.15
Cl: 8.33 1.34 -1.56  -0.14
Cl: 7.96 4.22 -1.23  -0.16
H: 8.87 3.06 -3.07  0.18
H: 7.11 2.82 -2.93  0.25
C: 1.27 -4.44 -2.50  -0.38
Cl: 1.18 -6.18 -2.80  -0.17
Cl: -0.33 -3.69 -2.49  0.06
H: 1.74 -4.28 -1.54  0.17
H: 1.87 -3.99 -3.29  0.39
C: -8.15 -2.67 5.08  -0.37
Cl: -8.05 -1.00 4.51  -0.15
Cl: -6.57 -3.46 5.13  -0.11
H: -8.57 -2.67 6.08  0.37
H: -8.79 -3.23 4.41  0.27
C: 8.79 0.32 -5.73  0.17
Cl: 9.64 1.68 -4.97  -0.15
Cl: 8.82 -1.12 -4.71  -0.16
H: 7.75 0.61 -5.89  0.19
H: 9.26 0.10 -6.68  -0.06
C: 10.19 1.10 -9.79  0.00
Cl: 11.37 1.67 -8.60  -0.16
Cl: 8.84 0.26 -9.02  -0.19
H: 9.81 1.95 -10.35  0.10
H: 10.69 0.41 -10.47  0.26
C: 11.66 3.73 -12.61  -0.28
Cl: 11.51 2.01 -12.97  -0.14
Cl: 10.09 4.47 -12.28  -0.15
H: 12.29 3.85 -11.73  0.26
H: 12.11 4.23 -13.46  0.32
C: 8.59 6.86 3.47  -0.25
Cl: 8.74 5.29 4.25  -0.15
Cl: 7.32 6.86 2.24  -0.13
H: 8.35 7.61 4.22  0.29
H: 9.53 7.10 2.98  0.29
C: 1.66 -1.25 7.50  -0.08
Cl: 1.48 -1.20 5.74  0.01
Cl: 2.46 -2.73 8.04  -0.17
H: 2.26 -0.40 7.81  0.33
H: 0.68 -1.20 7.95  -0.03
C: -1.88 5.41 -0.87  -0.55
Cl: -1.47 5.37 -2.59  -0.14
Cl: -1.33 3.95 -0.04  0.03
H: -1.40 6.27 -0.41  0.43
H: -2.96 5.48 -0.77  0.31



No. 2
8 unconnected molecules or ions with the total composition C42H77N14O4S in a non-equilibrium geometry. Source: the Open Molecules 2025 dataset; level of theory: ωB97M-V/def2-TZVPD.

Properties
Total energy ... -84645.0880 eV
F_max ... 2.18 eV Å⁻¹
HOMO-LUMO gap ... 8.8951 eV
ΔE to the lowest compared entry with this formula, charge and spin ... 34.5 kJ/mol
Net charge ... +5

Each line ends with the Mulliken charge.
Cartesian coordinates (Å):
S: -19.68 18.68 -22.93  -0.21
O: -20.98 18.12 -23.35  0.39
O: -18.78 17.62 -22.38  -0.54
O: -19.05 19.35 -24.09  0.17
O: -19.91 19.76 -21.92  -0.93
C: -21.84 22.95 -21.26  -1.29
C: -22.52 21.84 -22.08  0.15
N: -22.35 22.10 -23.50  0.62
C: -23.07 22.94 -24.31  -0.43
C: -22.51 22.88 -25.57  -0.76
N: -21.48 21.99 -25.51  0.35
C: -21.43 21.49 -24.27  -0.20
C: -20.57 21.61 -26.59  -0.88
H: -20.77 22.73 -21.17  0.27
H: -22.24 22.93 -20.25  0.41
H: -22.04 23.91 -21.71  0.42
H: -23.60 21.80 -21.93  0.46
H: -22.07 20.88 -21.85  -0.41
H: -23.89 23.54 -23.96  0.56
H: -22.85 23.41 -26.44  0.54
H: -20.84 20.65 -23.91  -0.26
H: -19.96 20.77 -26.27  0.11
H: -20.00 22.49 -26.87  0.39
H: -21.20 21.21 -27.39  0.44
C: -19.89 15.64 -17.13  -0.51
C: -18.65 14.99 -17.76  -0.82
N: -18.90 14.72 -19.18  0.34
C: -18.57 15.49 -20.27  -0.62
C: -18.77 14.72 -21.37  -0.78
N: -19.45 13.59 -20.96  0.26
C: -19.44 13.57 -19.63  -0.28
C: -19.89 12.49 -21.82  -0.76
H: -20.25 16.44 -17.77  -0.01
H: -19.63 16.10 -16.18  0.47
H: -20.64 14.88 -16.92  0.11
H: -18.34 14.08 -17.26  0.45
H: -17.85 15.72 -17.59  0.33
H: -18.06 16.43 -20.13  0.65
H: -18.56 14.90 -22.41  0.74
H: -19.86 12.80 -19.00  0.42
H: -20.20 11.64 -21.21  0.34
H: -19.05 12.16 -22.41  0.39
H: -20.71 12.84 -22.44  0.21
C: -23.57 14.04 -17.29  -1.00
C: -24.20 14.52 -18.58  -0.64
N: -23.42 15.62 -19.17  0.40
C: -22.64 15.44 -20.28  -1.41
C: -22.00 16.63 -20.53  0.44
N: -22.49 17.53 -19.63  0.38
C: -23.36 16.91 -18.82  -0.30
C: -22.06 18.92 -19.51  -0.56
H: -24.12 13.21 -16.83  0.44
H: -23.73 14.74 -16.46  0.37
H: -22.54 13.71 -17.38  0.13
H: -25.19 14.92 -18.39  0.39
H: -24.34 13.62 -19.18  0.33
H: -22.57 14.50 -20.81  0.67
H: -21.35 16.92 -21.35  -0.02
H: -23.86 17.33 -17.96  0.52
H: -22.88 19.61 -19.66  0.46
H: -21.41 19.09 -20.37  -0.16
H: -21.52 19.09 -18.58  0.37
C: -14.90 20.98 -19.39  -1.26
C: -15.22 20.21 -20.69  -0.26
N: -15.56 21.14 -21.76  0.51
C: -14.73 22.08 -22.34  -0.29
C: -15.45 22.68 -23.32  -0.75
N: -16.72 22.14 -23.28  0.28
C: -16.78 21.25 -22.27  -0.41
C: -17.85 22.60 -24.06  -0.87
H: -14.83 20.28 -18.57  0.41
H: -15.65 21.74 -19.17  0.36
H: -13.98 21.56 -19.45  0.39
H: -15.97 19.42 -20.60  0.10
H: -14.36 19.63 -21.04  0.20
H: -13.74 22.33 -21.99  0.52
H: -15.15 23.44 -24.02  0.55
H: -17.66 20.69 -21.98  0.47
H: -17.64 22.40 -25.12  0.39
H: -18.07 23.66 -23.97  0.46
H: -18.70 21.97 -23.79  0.14
C: -16.33 19.38 -25.96  -0.55
C: -15.10 18.55 -25.66  -0.50
N: -15.05 18.09 -24.27  0.43
C: -16.10 17.56 -23.54  -0.57
C: -15.56 17.03 -22.43  -0.65
N: -14.19 17.23 -22.44  0.22
C: -13.91 17.81 -23.62  -0.19
C: -13.21 16.75 -21.46  -0.82
H: -16.20 19.99 -26.86  0.58
H: -16.51 20.17 -25.23  -0.06
H: -17.21 18.77 -26.14  -0.01
H: -14.24 19.20 -25.85  0.37
H: -15.02 17.67 -26.30  0.27
H: -17.13 17.59 -23.86  0.45
H: -15.97 16.50 -21.60  0.51
H: -12.97 18.24 -23.93  0.41
H: -12.96 17.52 -20.73  0.31
H: -12.30 16.58 -22.04  0.38
H: -13.62 15.90 -20.95  0.34
C: -28.09 15.67 -23.61  -1.08
C: -26.77 15.41 -24.38  -0.54
N: -25.79 16.51 -24.21  0.27
C: -25.12 16.79 -23.04  -1.03
C: -24.13 17.69 -23.36  -0.21
N: -24.31 18.04 -24.67  0.31
C: -25.29 17.28 -25.17  -0.18
C: -23.45 18.93 -25.46  -0.30
H: -28.00 15.90 -22.55  0.34
H: -28.54 14.67 -23.60  0.39
H: -28.74 16.34 -24.16  0.33
H: -26.96 15.34 -25.44  0.33
H: -26.35 14.46 -24.07  0.36
H: -25.32 16.15 -22.20  0.68
H: -23.33 18.18 -22.83  0.43
H: -25.70 17.36 -26.17  0.49
H: -23.64 19.98 -25.30  0.24
H: -23.60 18.67 -26.51  0.33
H: -22.40 18.71 -25.24  -0.18
C: -21.46 16.61 -30.00  -1.18
C: -22.06 17.42 -28.88  -0.65
N: -21.47 17.09 -27.55  0.43
C: -20.25 17.37 -27.05  -1.07
C: -20.11 16.72 -25.84  -0.33
N: -21.29 16.03 -25.67  0.40
C: -22.12 16.28 -26.69  -0.69
C: -21.60 15.20 -24.56  -0.53
H: -20.41 16.90 -30.09  0.36
H: -21.92 16.91 -30.94  0.42
H: -21.56 15.53 -29.90  0.33
H: -23.14 17.40 -28.79  0.49
H: -21.86 18.47 -29.09  0.29
H: -19.51 17.96 -27.58  0.69
H: -19.35 16.64 -25.08  0.83
H: -23.10 15.90 -26.91  0.58
H: -21.34 14.15 -24.71  0.46
H: -22.68 15.13 -24.39  0.20
H: -21.13 15.59 -23.66  -0.05



Among the records above, which one has the lowest net charge? C42H77BrCl28FN3O5PSi